Record 1
Density functional theory data (ωB97M-V/def2-TZVPD) for a single C4H11OP molecule at a distorted geometry.

Output
E_tot in eV: -15660.809
Total charge: 0
Relative energy (zero: lowest compared OMol25 entry of this formula, charge and spin) in kcal/mol: 47.3
SMILES string: C=[P@@](C)(O)CC
Maximum force in eV Å⁻¹: 4.1
Kohn-Sham gap in eV: 8.22
LUMO level in Eh: 0.0279

Structure (XYZ):
```
17
C4H11OP (ωB97M-V/def2-TZVPD)
P 0.2401 -0.7211 -0.2101
O -0.8058 -0.6110 -1.4116
C 1.6297 0.3128 -0.7826
C -0.6612 0.4689 1.1135
C 0.8653 -2.3299 -0.0396
C -1.3896 1.6890 0.4492
H 2.3510 0.4825 0.0927
H 1.5769 -2.4255 0.9104
H -1.0015 1.8937 -0.5353
H -1.3262 -0.0536 1.8280
H 0.3862 0.7340 1.6173
H 0.1420 -3.1142 0.0536
H -2.5405 1.4186 0.2103
H -1.1451 -1.4822 -1.6798
H 2.0897 -0.0408 -1.6737
H -1.5874 2.4816 1.1171
H 1.1766 1.2974 -1.0595
```

=====

Record 2
Density functional theory data (ωB97M-V/def2-TZVPD) for a molecular structure, C33H36N9OP2Pd at a distorted geometry.

Output
E_tot in eV: -72321.117
Total charge: -1
Relative energy (zero: lowest compared OMol25 entry of this formula, charge and spin) in kcal/mol: 46.3
Maximum force in eV Å⁻¹: 1.1
Kohn-Sham gap in eV: 4.03
LUMO level in Eh: 0.0707

Structure (XYZ):
```
82
C33H36N9OP2Pd (ωB97M-V/def2-TZVPD)
Pd 0.3434 -2.0357 -0.1135
P -1.6377 -0.9108 -0.0315
P -0.8953 -4.1377 -0.1086
O -0.6081 3.6623 0.0750
N 8.0174 -2.8020 -0.0521
N -1.3373 5.6070 -0.6361
N -0.1213 -1.0650 4.4686
N 0.9803 -1.3591 2.5191
N 0.4217 0.1007 4.0396
N 0.9983 -1.1681 -2.6693
N -1.8589 5.3782 0.6366
N -0.2973 -0.3681 -4.3338
N 0.7232 0.4858 -4.0670
C -2.3515 0.3890 -1.1418
C -0.6280 2.8058 2.8964
C 1.4838 -0.0248 -3.0760
C -0.8664 -5.6132 1.0114
C 6.8673 -2.7189 -0.0498
C 0.2527 -1.9087 3.5207
C 3.4270 -1.2861 -0.0854
C -0.8351 2.2228 4.1451
C -0.6186 4.5796 -0.9216
C -2.2903 -0.2330 1.5578
C 0.2250 1.3396 4.7632
C -2.5152 -3.4659 0.5039
C 0.5485 5.5017 -2.8480
C 0.0972 4.3635 -2.1914
C -0.0817 -1.3390 -3.4689
C 0.8684 1.7050 -4.8223
C -2.9252 -2.2248 -0.2838
C 1.3076 4.1348 -4.6604
C 2.5582 -2.4139 -0.0839
C -2.8035 3.8292 2.9925
C 1.0697 -0.1088 2.8813
C -3.0161 3.2453 4.2279
C 0.2416 3.1047 -2.7700
C 1.1717 5.3823 -4.0783
C 5.4328 -2.6149 -0.0504
C 4.8107 -1.3629 -0.0745
C 0.8230 2.9937 -4.0297
C 4.6357 -3.7586 -0.0355
C 3.2529 -3.6394 -0.0548
C -1.5624 -4.9988 -1.6095
C -1.6068 3.6004 2.3221
C -2.0370 2.4431 4.7991
C -1.4013 4.2390 1.0127
H -2.9660 -2.4466 -1.3553
H -0.7254 -2.2012 -3.3982
H 1.5900 0.6644 2.3360
H -0.0571 1.0573 5.7745
H 1.1785 1.8693 4.7988
H -0.6468 -5.2882 2.0301
H 0.4141 6.4664 -2.3783
H 5.4266 -0.4686 -0.0847
H -1.9532 1.3589 -0.8333
H 0.3101 2.6628 2.3725
H -1.8196 -6.1536 1.0052
H 2.9875 -0.2912 -0.0981
H -2.2073 1.9909 5.7690
H -3.9171 -1.8699 0.0200
H 2.3629 0.4675 -2.6871
H 1.7951 1.6706 -5.3996
H -2.1851 -0.9677 2.3575
H 2.6758 -4.5636 -0.0502
H -2.3671 -3.2034 1.5565
H -3.5567 4.4528 2.5297
H -2.0609 0.2075 -2.1781
H 0.0398 1.6994 -5.5295
H -1.7088 0.6466 1.8331
H -3.2883 -4.2432 0.4575
H -2.4510 -5.5952 -1.3748
H -1.8210 -4.2632 -2.3727
H 1.7813 4.0425 -5.6317
H -0.7927 -5.6518 -2.0248
H -0.1364 2.2256 -2.2592
H -3.3437 0.0590 1.4716
H -3.4455 0.4259 -1.0787
H 1.5410 6.2627 -4.5879
H 5.1146 -4.7324 -0.0117
H -3.9528 3.4040 4.7459
H -0.0719 -6.2942 0.7006
H -0.0061 -2.9553 3.5498
```

=====

Record 3
Density functional theory data (ωB97M-V/def2-TZVPD) for a molecular structure, C23H32F14N2OSSi2 at a distorted geometry.

Output
E_tot in eV: -94037.082
Total charge: 0
Relative energy (zero: lowest compared OMol25 entry of this formula, charge and spin) in kcal/mol: 19.8
Maximum force in eV Å⁻¹: 2.3
Kohn-Sham gap in eV: 9.88
LUMO level in Eh: 0.0198

Structure (XYZ):
```
75
C23H32F14N2OSSi2 (ωB97M-V/def2-TZVPD)
S 6.4739 2.9988 1.4914
Si -1.5755 -0.0960 1.1230
Si 0.1963 1.7907 2.3248
F 3.1488 -0.2287 4.0872
F 2.3132 -1.7061 5.3468
F 7.7767 2.1160 1.3026
F 2.2700 0.3229 5.9761
F 6.0614 0.8880 0.0425
F -5.3368 -1.2583 -0.4613
F 0.8151 -1.3124 -4.6634
F 6.4477 2.5502 3.0147
F 7.3848 4.2069 1.9211
F 3.9664 2.8779 -0.4042
F 6.5990 3.4748 0.0041
F 3.6408 0.7667 -0.2554
F 5.3515 0.6935 1.9911
F 5.2109 3.9047 1.7664
O -1.2908 1.4854 1.5966
N -3.2995 -0.3897 1.3900
N 0.3286 3.5458 2.4413
C 2.9101 2.0317 1.5630
C -7.5265 -1.2678 -1.3230
C 1.5036 -0.1539 -4.6442
C 1.0674 0.9010 -5.4207
C 2.1462 -0.4534 4.9310
C 3.3364 1.1402 -3.8326
C -2.1402 -2.8434 -0.6583
C -6.3001 -1.8818 -1.1740
C 2.6271 -0.0523 -3.8483
C -7.0243 -3.7540 -2.4591
C 0.8102 -0.3225 4.2366
C -1.1631 -0.4156 -0.6922
C -6.0305 -3.1143 -1.7325
C 5.4039 1.5273 0.9969
C 1.6460 1.2394 1.2278
C -0.9606 -1.9167 -1.0435
C -8.5130 -1.9076 -2.0589
C -1.8370 -3.7799 0.5403
C 2.9095 2.2142 -4.6019
C 3.9901 1.8688 0.4622
C -8.2635 -3.1509 -2.6245
C 0.3415 1.1500 4.0948
C 1.7750 2.0944 -5.3935
H 3.2857 1.7285 2.5394
H 0.9192 -0.8581 3.2967
H -5.0547 -3.5639 -1.5988
H 0.1852 0.7856 -6.0370
H 1.3047 1.4129 0.2047
H 1.0640 1.8110 4.5828
H -7.7028 -0.3021 -0.8674
H -3.0578 -2.2826 -0.4989
H -3.7236 -0.3011 0.4681
H 2.7133 3.1011 1.6144
H -9.4776 -1.4354 -2.1905
H -0.8523 -1.9766 -2.1278
H 4.2220 1.2316 -3.2174
H -2.3310 -3.4980 -1.5135
H -0.7624 -3.9051 0.6646
H -3.3979 -1.3712 1.6420
H -0.8561 -1.1049 1.9235
H -2.3092 -3.4054 1.4492
H -0.2152 0.0902 -0.9091
H 2.9392 -0.8981 -3.2490
H 1.4392 2.9321 -5.9906
H -6.8302 -4.7246 -2.8962
H 1.8113 0.1677 1.3608
H -1.9387 -0.0406 -1.3636
H -0.3204 3.9128 3.1307
H -0.0409 -2.3155 -0.6108
H 3.4617 3.1449 -4.5837
H -2.2251 -4.7793 0.3409
H -9.0365 -3.6496 -3.1948
H 0.1132 -0.8593 4.8776
H -0.5859 1.2741 4.6531
H 0.0685 3.8950 1.5201
```

=====

Record 4
Density functional theory data (ωB97M-V/def2-TZVPD) for a single C4H7NO2 molecule.

Output
E_tot in eV: -9842.912
Total charge: 0
Relative energy (zero: lowest compared OMol25 entry of this formula, charge and spin) in kcal/mol: 100.7
SMILES string: C[NH2+]/C([O-])=C1/CO1
Maximum force in eV Å⁻¹: 0.4
Kohn-Sham gap in eV: 7.80
LUMO level in Eh: 0.0217

Structure (XYZ):
```
14
C4H7NO2 (ωB97M-V/def2-TZVPD)
O -1.0621 0.7220 2.0382
O 0.6379 0.8651 -1.2321
N -1.1377 -0.7769 0.1450
C -0.0331 -1.7579 -0.0929
C 1.2329 1.9544 -0.4808
C 0.4919 0.9330 0.1814
C -0.5566 0.5583 0.9393
H 2.3234 1.9282 -0.4743
H 0.5605 -1.8391 0.8212
H -1.5882 -0.4878 -0.7270
H -0.4388 -2.7286 -0.3765
H 0.6178 -1.3656 -0.8773
H 0.7809 2.9317 -0.6390
H -1.8619 -1.1210 0.7782
```

=====

Record 5
Density functional theory data (ωB97M-V/def2-TZVPD) for a single CH4ClN2P molecule at a distorted geometry.

Output
E_tot in eV: -25889.812
Multiplicity: 3
Total charge: 0
Relative energy (zero: lowest compared OMol25 entry of this formula, charge and spin) in kcal/mol: 0.0
Maximum force in eV Å⁻¹: 3.4
⟨S²⟩: 2.01
Kohn-Sham gap (alpha / beta) in eV: 8.44 / 7.46
LUMO level (alpha / beta) in Eh: 0.0384 / -0.0636

Structure (XYZ):
```
9
CH4ClN2P (ωB97M-V/def2-TZVPD)
Cl 2.1236 2.2992 1.0285
P 2.1233 0.5856 -0.0188
N 0.5562 0.2057 0.1014
N -0.1055 -0.7548 -0.3749
C -1.4743 -0.8620 0.0518
H -2.1564 -0.6877 -0.6789
H -1.5809 -1.8698 0.4171
H -1.8168 -0.2043 0.8053
H 2.3308 1.2880 -1.3314
```

=====

Record 6
Density functional theory data (ωB97M-V/def2-TZVPD) for a molecular structure, C5H6 at a distorted geometry.

Output
E_tot in eV: -5276.649
Total charge: 0
Relative energy (zero: lowest compared OMol25 entry of this formula, charge and spin) in kcal/mol: 104.9
Maximum force in eV Å⁻¹: 2.6
Kohn-Sham gap in eV: 9.14
LUMO level in Eh: 0.0327

Structure (XYZ):
```
11
C5H6 (ωB97M-V/def2-TZVPD)
C 0.6602 -0.6022 -0.6649
C -0.6767 -0.1631 0.0811
C 1.1068 -0.9591 0.6685
C -0.1477 0.7039 -0.9123
C 0.1784 0.0176 1.3081
H 0.9492 -1.2827 -1.5395
H -0.0401 1.7761 -0.7230
H -0.5582 0.4410 -1.8705
H -1.7089 -0.4580 0.0896
H -0.3089 -0.4773 2.1529
H 0.5458 1.0038 1.4100
```